{
  "formula": "C22H54N5O12S4",
  "method": "ωB97M-V/def2-TZVPD",
  "spin_multiplicity": 2,
  "charge": 2,
  "total_energy_ha": -3639.283841,
  "symbols": ["H", "C", "H", "H", "H", "O", "H", "H", "S", "H", "H", "C", "O", "H", "C", "H", "N", "O", "O", "O", "H", "H", "C", "C", "H", "C", "C", "H", "H", "H", "H", "H", "S", "S", "C", "H", "C", "H", "O", "H", "H", "H", "H", "N", "H", "C", "H", "C", "H", "N", "H", "H", "O", "H", "C", "H", "C", "O", "H", "C", "N", "H", "N", "H", "O", "H", "C", "H", "C", "H", "H", "H", "H", "C", "C", "C", "H", "H", "H", "C", "H", "S", "C", "O", "O", "H", "O", "H", "H", "H", "H", "H", "C", "H", "H", "H", "H"],
  "coordinates": [[2.837, 0.737, 1.453], [2.187, -4.682, -4.190], [-1.079, 2.287, 3.480], [1.475, -5.386, -3.761], [4.439, -3.787, 0.843], [1.399, 1.417, 0.369], [-0.943, 1.594, 1.254], [-5.610, 2.151, 0.261], [4.461, 2.898, -3.166], [3.091, -5.238, -4.441], [-1.327, 0.701, 2.991], [0.806, 4.462, 0.328], [-6.415, -1.675, 2.749], [3.000, -3.402, 1.651], [-5.946, 1.377, 0.952], [-2.467, 1.387, 3.768], [-3.846, -2.684, 2.939], [2.659, 4.053, 2.358], [2.748, -4.284, -1.538], [-1.784, -2.972, 0.507], [3.128, 0.853, 3.019], [1.289, 6.117, 3.633], [0.819, 5.881, 2.678], [-6.076, -0.020, 0.452], [5.967, 0.496, -3.364], [-7.335, 1.708, 1.505], [-0.674, 0.601, 0.926], [-0.380, 6.338, -0.048], [3.055, -2.960, 0.172], [1.342, -1.756, -4.915], [-0.189, -2.536, -4.950], [-6.627, -0.063, -0.488], [-7.188, -0.852, 1.807], [1.205, 4.139, 2.124], [4.040, 0.189, -2.273], [-7.394, 0.697, 3.527], [-1.031, -1.930, 0.599], [-0.239, 6.067, 2.859], [-8.315, -1.329, 1.089], [3.231, 2.219, 2.223], [3.299, 1.315, -4.565], [0.868, -1.821, -2.471], [0.653, -3.187, 0.150], [3.437, -3.670, 0.781], [1.244, 6.334, -0.747], [0.902, -2.764, -3.016], [3.082, -4.572, 0.498], [0.717, 0.413, 0.528], [4.994, 1.737, -5.243], [-1.458, 1.383, 3.724], [2.870, 1.799, -1.767], [-1.017, 1.116, 4.593], [0.173, 3.213, 2.647], [-4.339, -3.555, 2.796], [1.306, -1.169, 0.307], [-1.717, -6.166, 2.298], [0.649, 6.013, 0.108], [-2.582, -0.244, 1.551], [-1.191, -4.911, 1.270], [4.924, 0.231, -3.539], [-0.982, -5.793, 1.715], [3.059, -0.045, -2.687], [3.408, 1.230, 2.125], [-3.509, -2.351, 2.047], [3.592, -2.528, -3.191], [-7.912, 1.790, 0.584], [-1.481, -0.488, 0.962], [1.584, 3.968, -0.252], [3.946, 1.641, -1.847], [-5.169, -0.588, 0.243], [-0.137, 3.940, 0.164], [-0.767, -6.415, 0.949], [2.168, 6.915, 1.365], [1.509, -3.858, -5.306], [-7.863, 0.563, 2.552], [1.091, 6.765, 1.442], [4.340, 0.923, 1.886], [-0.152, -5.637, 2.270], [-3.096, -2.980, 3.547], [0.293, -2.189, 0.354], [-7.327, 2.685, 1.988], [2.566, -3.519, -2.787], [0.835, -2.667, -4.599], [5.885, 3.290, -3.139], [3.339, 3.867, -3.447], [0.847, -4.417, -5.969], [2.495, -1.345, 0.079], [-8.944, 0.462, 2.648], [4.889, -0.654, -4.175], [0.617, 7.746, 1.419], [4.381, -0.411, -1.429], [-4.488, -2.067, 3.416], [4.362, 1.482, -4.392], [4.337, 2.031, -0.907], [0.014, -3.326, -2.727], [2.349, -3.543, -5.925], [-5.206, 1.217, 1.736]],
  "lowdin_charge": [0.067, -0.209, 0.067, 0.098, 0.151, -0.074, 0.084, 0.129, 0.766, 0.107, 0.066, -0.169, -0.375, 0.119, -0.255, 0.141, 0.303, -0.346, -0.393, -0.163, 0.141, 0.105, -0.201, -0.182, 0.107, -0.174, -0.060, 0.108, 0.033, 0.106, 0.115, 0.103, 0.701, 0.803, -0.238, 0.096, -0.409, 0.101, -0.308, 0.070, 0.092, 0.088, 0.072, 0.276, 0.116, -0.191, 0.105, -0.314, 0.100, 0.309, 0.073, 0.146, -0.400, 0.130, -0.355, 0.132, -0.154, -0.139, 0.073, -0.195, 0.300, 0.097, 0.329, 0.076, -0.314, 0.118, -0.412, 0.089, -0.232, 0.089, 0.094, 0.140, 0.108, -0.192, -0.197, -0.201, 0.150, 0.116, 0.119, -0.072, 0.109, 0.769, -0.195, -0.351, -0.385, 0.119, -0.098, 0.111, 0.092, 0.117, 0.101, 0.095, -0.185, 0.085, 0.108, 0.113, 0.097]
}



{
  "formula": "C24H19Cl3IN2OPPd",
  "method": "ωB97M-V/def2-TZVPD",
  "e_above_lowest_ev": 2.1189,
  "total_energy_ha": -3258.209104,
  "symbols": ["C", "C", "H", "H", "H", "H", "C", "H", "C", "C", "Cl", "C", "H", "C", "C", "C", "C", "C", "Cl", "P", "C", "N", "C", "C", "H", "C", "C", "C", "C", "H", "I", "H", "C", "C", "C", "H", "N", "H", "H", "H", "H", "H", "Pd", "O", "H", "C", "C", "C", "H", "H", "Cl", "H"],
  "coordinates": [[3.028, 5.131, -0.357], [-4.989, 0.294, -1.004], [-1.244, -1.654, 4.112], [1.950, -2.770, -1.352], [-0.448, -3.305, 0.444], [-1.074, -2.713, -4.370], [-0.617, -4.109, -2.746], [2.866, -0.581, 4.767], [1.857, 4.404, -0.385], [0.792, -1.169, 4.610], [0.352, 5.213, -0.095], [-2.661, 1.719, -0.420], [-0.121, -5.246, -1.043], [4.279, 3.135, -0.834], [-0.291, -4.261, -1.461], [-3.847, 2.393, -0.664], [-0.893, -1.705, -2.521], [-3.808, -0.391, -0.759], [5.718, 5.409, -0.545], [-1.122, -0.522, -0.089], [-0.038, -3.092, -0.547], [1.022, -0.390, 1.969], [-0.647, -1.808, -1.094], [1.999, -0.671, 4.130], [2.998, 6.192, -0.157], [4.239, 4.493, -0.584], [-5.006, 1.681, -0.948], [3.087, 2.438, -0.852], [1.470, -2.862, -0.381], [2.972, 0.098, 2.371], [2.497, -4.410, 0.683], [-5.929, 2.213, -1.143], [1.812, 3.010, -0.640], [-2.653, 0.327, -0.450], [-0.294, -1.268, 3.765], [5.218, 2.630, -1.009], [-1.210, -0.931, 1.546], [-5.890, -0.253, -1.245], [-0.723, -4.975, -3.387], [-2.104, -1.186, 1.934], [-1.737, 2.262, -0.242], [1.605, -1.947, 0.202], [0.752, 0.266, -0.547], [0.695, 2.367, -0.685], [-1.143, -0.729, -2.920], [-0.135, -0.859, 2.441], [-0.863, -2.797, -3.313], [2.059, -0.296, 2.803], [-3.862, 3.474, -0.647], [-3.773, -1.472, -0.819], [3.153, 0.704, -1.163], [0.700, -1.481, 5.642]],
  "lowdin_charge": [-0.140, -0.078, 0.111, 0.058, 0.114, 0.098, -0.094, 0.104, -0.588, -0.062, 0.687, -0.067, 0.089, -0.147, -0.093, -0.063, -0.131, -0.082, 0.645, 0.832, -0.425, 0.068, -0.352, -0.064, 0.104, -0.687, -0.073, -0.537, -0.645, 0.114, 0.754, 0.106, -0.500, -0.328, -0.016, 0.105, -0.061, 0.106, 0.102, 0.115, 0.092, -0.020, 0.537, -0.253, 0.104, -0.358, -0.091, -0.121, 0.110, 0.111, 0.707, 0.111]
}



{
  "formula": "CH8N4",
  "method": "ωB97M-V/def2-TZVPD",
  "e_above_lowest_ev": 4.7213,
  "total_energy_ha": -261.763595,
  "symbols": ["H", "H", "N", "N", "N", "C", "H", "H", "H", "N", "H", "H", "H"],
  "coordinates": [[-1.195, -1.060, -0.192], [0.627, -0.722, 1.397], [-1.301, -0.812, -1.322], [1.373, 0.205, -0.396], [2.508, -0.186, -0.144], [-0.463, 1.077, 1.076], [-1.511, 0.756, 1.062], [-2.099, -0.388, -1.781], [-0.371, 1.855, 0.319], [0.317, -0.069, 0.679], [3.148, -0.670, -0.777], [-0.166, 1.477, 2.048], [-0.867, -1.462, -1.968]],
  "lowdin_charge": [0.086, 0.097, -0.040, -0.062, 0.003, -0.151, 0.063, -0.014, 0.074, -0.172, 0.063, 0.070, -0.018]
}



{
  "formula": "C4H8N3",
  "method": "ωB97M-V/def2-TZVPD",
  "e_above_lowest_ev": 6.8945,
  "charge": 1,
  "total_energy_ha": -321.037941,
  "symbols": ["H", "H", "C", "H", "C", "C", "N", "H", "N", "H", "N", "C", "H", "H", "H"],
  "coordinates": [[2.403, -1.706, -0.681], [2.171, -1.623, 1.152], [1.745, -1.656, 0.168], [3.225, 0.989, -0.193], [-3.346, -0.003, 0.055], [-2.139, 0.301, -0.450], [2.338, 1.386, 0.066], [0.753, -2.049, 0.054], [-1.103, 0.458, 0.411], [-4.201, -0.136, -0.584], [0.035, 0.718, 0.021], [1.244, 0.683, 0.025], [-1.965, 0.417, -1.518], [-3.479, -0.133, 1.117], [2.316, 2.355, 0.358]],
  "lowdin_charge": [0.032, 0.037, 0.212, 0.125, 0.137, -0.179, 0.170, 0.030, 0.085, 0.081, 0.083, -0.157, 0.122, 0.083, 0.139]
}